(1)
A structure of composition C34H37ClN7O2Pd. Source: the OMol25 dataset; level of theory: ωB97M-V with the def2-TZVPD basis set.

Each line ends with the Löwdin spin population.
CARTESIAN COORDINATES (ANGSTROEM)
Pd 0.104573 0.145218 -0.280153  0.053
C -4.469286 3.212331 1.029772  0.166
C -3.230271 3.463713 0.431064  -0.002
C -2.296015 2.464768 0.326297  0.115
C -2.574706 1.166987 0.830003  0.051
C -3.828327 0.931306 1.460095  0.131
C -4.753624 1.948015 1.542329  -0.007
N -1.647443 0.189656 0.712254  0.442
N -1.886374 -0.906339 1.559013  0.411
C -0.727794 -1.453947 1.885035  0.094
C -0.699999 -2.472044 2.887748  0.129
C 0.492821 -3.034467 3.236791  0.010
C 1.680297 -2.632360 2.595427  0.211
C 1.667413 -1.665654 1.589196  -0.005
C 0.489414 -1.050847 1.219171  0.171
H -5.203534 4.005225 1.104976  0.009
H -2.999955 4.455390 0.064929  -0.003
H -1.321866 2.665671 -0.089313  0.004
H -4.039831 -0.052786 1.844761  0.006
H -5.710918 1.760823 2.010977  -0.004
H -1.631972 -2.761410 3.357584  0.004
H 0.531124 -3.801915 3.999195  -0.003
H 2.617421 -3.100177 2.873732  0.011
H 2.599098 -1.425605 1.097889  -0.005
C 6.847162 -3.417962 -3.952978  0.000
C 6.241982 -3.305188 -2.548813  0.000
C 6.612908 -4.561915 -1.746857  0.000
C 6.863229 -2.097288 -1.826557  0.000
C 4.685263 -3.144316 -2.627083  0.000
O 4.133321 -3.120418 -1.315317  0.000
C 4.043624 -4.257388 -3.477733  0.000
C 2.515778 -4.382398 -3.434342  0.000
C 1.922419 -4.883630 -2.137791  0.000
C 0.844482 -4.238998 -1.544175  0.000
C 0.283533 -4.697537 -0.360362  0.001
C 0.816395 -5.822160 0.244457  0.001
Cl 0.140029 -6.404340 1.735206  0.000
C 1.882610 -6.496076 -0.328799  0.000
C 2.422685 -6.026258 -1.516892  0.000
C 4.308911 -1.759354 -3.258896  0.000
N 3.533694 -0.901808 -2.367796  0.000
C 2.225361 -0.904058 -2.154905  0.001
N 1.954748 -0.121249 -1.120888  0.002
C 3.176947 0.351180 -0.739363  0.000
N 4.155325 -0.103421 -1.473702  0.000
H 7.935495 -3.353561 -3.884991  0.000
H 6.519700 -2.606794 -4.612073  0.000
H 6.604986 -4.367913 -4.434296  0.000
H 7.698915 -4.668921 -1.734964  0.000
H 6.209200 -5.481135 -2.171934  0.000
H 6.295888 -4.486592 -0.701512  0.000
H 7.844203 -2.369528 -1.432902  0.000
H 6.245873 -1.763463 -0.993769  0.000
H 7.020039 -1.248505 -2.497647  0.000
H 4.188573 -4.006166 -0.939822  0.000
H 4.473988 -5.217001 -3.195176  0.000
H 4.345086 -4.101204 -4.516296  0.000
H 2.228237 -5.074971 -4.229755  0.000
H 2.042728 -3.432725 -3.702771  0.000
H 0.421843 -3.355270 -2.008875  0.000
H -0.553744 -4.182055 0.096138  0.001
H 2.278104 -7.384593 0.147822  0.000
H 3.244905 -6.575479 -1.965420  0.000
H 3.721652 -1.898909 -4.164421  0.000
H 5.190158 -1.185050 -3.520097  0.000
H 1.513601 -1.476481 -2.724975  0.000
H 3.323362 1.023537 0.089650  0.000
N -4.633452 0.901392 -3.228192  0.000
C -3.766293 1.542334 -4.052234  0.000
O -4.074275 1.955859 -5.150261  0.000
C -2.353116 1.721759 -3.550962  0.001
C -1.558661 2.668746 -4.182777  0.000
C -0.261992 2.865063 -3.742724  0.000
C 0.203930 2.103631 -2.686468  0.001
N -0.549670 1.183083 -2.078558  0.001
C -1.801889 0.994672 -2.513873  0.003
H -5.585189 0.812412 -3.543838  0.000
H -4.434966 0.722789 -2.261880  0.000
H -1.979889 3.229485 -5.007283  0.000
H 0.385526 3.598371 -4.204789  0.000
H 1.208910 2.223856 -2.306221  0.000
H -2.354211 0.221977 -2.000347  0.000

Atoms 1-6, force components in eV/Å:
Pd -0.1 -0.3 -0.1
C 0.0 0.0 0.0
C -0.1 0.0 0.0
C 0.0 -0.1 0.0
C 0.0 0.0 0.0
C 0.0 0.0 0.0

Summary:
- E: -66380.5492 eV
- Strongest force on any atom: 0.0062 hartree/bohr
- Multiplicity: 3
- Orbital gap (alpha / beta): 7.3834 / 5.8653 eV
- Net charge: +1
- Energy above the lowest of the compared OMol25 structures with the same formula, charge and spin: 0.00 kcal/mol

(2)
A structure of composition C34H37CoN10O4PS in a non-equilibrium geometry. Source: the OMol25 dataset; level of theory: ωB97M-V with the def2-TZVPD basis set.

Each line ends with the Löwdin spin population.
CARTESIAN COORDINATES (ANGSTROEM)
Co -0.814302 -0.218771 0.898417  0.959
C -5.367242 -2.748464 1.944488  0.001
N -3.933126 -2.447385 1.915789  0.012
C -2.918844 -3.383052 2.197603  0.005
C -1.765929 -2.700710 2.171079  0.007
N -1.995181 -1.376572 1.826765  0.012
C -3.354434 -1.259449 1.608511  0.007
P -4.155308 0.282150 1.106208  0.004
C -2.950377 1.327781 2.015650  0.009
N -1.638060 1.265312 1.677623  0.041
C -1.079940 2.381236 2.271466  0.006
C -1.961266 3.074375 3.014795  0.001
N -3.162927 2.389848 2.844642  0.003
C -4.352109 2.681741 3.624181  0.001
C -3.940843 1.019859 -0.582148  0.001
N -2.859357 1.723948 -0.895530  0.005
C -2.970921 1.987648 -2.260626  0.003
C -4.090617 1.442925 -2.774073  0.003
N -4.707326 0.830103 -1.692086  0.000
C -6.049910 0.307539 -1.753242  0.000
H -5.554326 -3.598513 2.593611  0.000
H -5.725112 -2.942629 0.920218  0.000
H -5.873156 -1.875537 2.332186  0.000
H -3.113806 -4.423511 2.391904  0.000
H -0.772436 -3.042373 2.427825  0.001
H -0.049252 2.635305 2.074333  0.001
H -1.941870 4.002533 3.600238  0.000
H -4.215976 3.514187 4.310561  0.000
H -4.603411 1.778437 4.195693  0.000
H -5.181633 2.876664 2.933597  0.000
H -2.259518 2.573209 -2.797754  0.001
H -4.489055 1.407292 -3.804870  0.000
H -6.530493 0.549628 -2.717682  0.000
H -6.627195 0.697127 -0.898734  0.000
H -6.002963 -0.780904 -1.614419  0.000
C 4.925215 1.575023 -3.409272  0.000
O 4.462874 0.234466 -3.587501  0.000
C 4.954539 -0.719079 -2.717870  0.000
C 6.184056 -1.372329 -2.919899  0.000
C 6.591796 -2.387503 -2.060226  0.000
C 5.824433 -2.681625 -0.938880  0.000
C 4.624697 -2.020714 -0.677837  0.000
C 4.131345 -1.059197 -1.568893  0.000
N 2.808783 -0.523466 -1.484450  0.010
C 2.034158 -0.143790 -0.450819  0.017
N 2.644390 -0.022565 0.770651  0.002
C 2.075288 -0.022212 2.053051  0.003
C 0.715723 -0.303836 2.310913  -0.001
C 0.368894 -0.372796 3.649949  0.002
C 1.223762 -0.036236 4.684392  0.000
C 2.537380 0.317408 4.433435  0.002
C 3.012427 0.173576 3.109091  0.000
O 4.291298 0.222676 2.719024  0.000
C 5.246724 -0.471781 3.520374  0.000
N 0.758791 0.197019 -0.660497  0.047
C 0.269830 0.144333 -1.974647  0.255
C -0.508301 -1.118285 -2.254066  0.093
C -1.133259 -1.191248 -3.605600  0.245
C -0.905568 -0.196635 -4.549714  0.001
C -0.093542 0.916003 -4.259417  0.276
C 0.498463 1.101208 -3.009432  -0.001
O 1.263001 2.211605 -2.805513  -0.019
C 0.695474 3.151693 -1.889456  -0.004
H 5.284563 1.946986 -4.365775  0.000
H 5.751390 1.636214 -2.695666  0.000
H 4.118273 2.196197 -3.031833  0.000
H 6.828677 -1.049000 -3.783610  0.000
H 7.511761 -2.961740 -2.256492  0.000
H 6.196332 -3.386805 -0.202201  0.000
H 4.006839 -2.340176 0.142079  0.000
H 2.503724 -0.231917 -2.424102  0.002
H 3.667939 0.058468 0.725968  0.000
H -0.667508 -0.623509 3.925612  0.000
H 0.838285 -0.076791 5.688085  0.000
H 3.227652 0.652658 5.218303  0.000
H 5.358282 -0.008050 4.503369  0.000
H 6.194199 -0.451144 2.988487  0.000
H 4.921982 -1.510879 3.658942  0.000
H 0.225150 -1.942223 -2.141093  0.035
H -1.798501 -2.042175 -3.807407  0.017
H -1.369501 -0.343513 -5.517542  -0.006
H -0.008865 1.704672 -5.016818  0.017
H 0.576469 4.106947 -2.428202  0.000
H 1.395965 3.266872 -1.049343  0.000
H -0.297694 2.797889 -1.561568  0.000
O -2.666841 -3.573333 -1.546588  0.333
S -2.821485 -2.101350 -1.407884  0.430
N -1.471523 -1.277023 -1.147874  0.158

Atoms 1-6, force components in eV/Å:
Co 3.3 -2.2 -2.4
C 0.4 0.3 -0.8
N 0.3 -0.9 -0.1
C -1.6 0.9 0.0
C 0.9 1.4 -0.1
N -2.3 -1.4 -0.4

Summary:
- E: -116694.4513 eV
- Strongest force on any atom: 0.0904 hartree/bohr
- Multiplicity: 4
- Orbital gap (alpha / beta): 6.2754 / 7.3596 eV
- Net charge: 0

(3)
A structure of composition C34H37F6N3O5S4SiV in a non-equilibrium geometry. Source: the OMol25 dataset; level of theory: ωB97M-V with the def2-TZVPD basis set.

Each line ends with the Löwdin spin population.
CARTESIAN COORDINATES (ANGSTROEM)
V -0.501720 -0.728624 -0.724228  1.959
C 2.749851 -1.381924 1.855051  0.000
N 2.166593 -0.072974 1.624300  0.002
C 3.096469 0.879654 1.028297  0.000
C 3.385764 0.575787 -0.431521  0.001
N 2.200488 0.393999 -1.288322  0.014
C 2.356954 -0.841613 -2.061959  0.005
C 1.869621 1.536105 -2.092775  0.001
C 2.242759 1.566636 -3.431808  0.000
C 1.921505 2.627156 -4.264054  0.000
C 1.189538 3.689529 -3.775987  0.000
C 0.778453 3.666766 -2.454953  0.000
C 1.123892 2.622003 -1.598967  0.000
S 0.610858 2.978862 0.066454  0.004
C 1.463932 0.487650 2.712698  0.001
C 1.887155 0.316492 4.028605  0.000
C 1.189528 0.878873 5.087678  0.001
C 0.047196 1.624978 4.849505  0.000
C -0.392267 1.794787 3.544898  0.001
C 0.301068 1.234981 2.474211  0.003
S -0.501229 1.406433 0.895460  0.015
H 3.728603 -1.334378 2.360151  0.000
H 2.888990 -1.891377 0.901213  0.000
H 2.070645 -1.989550 2.451096  0.000
H 4.054557 0.870179 1.578239  0.000
H 2.677053 1.874447 1.125540  0.000
H 3.962893 -0.349813 -0.483564  0.000
H 4.030047 1.364913 -0.836041  0.000
H 3.337527 -0.915625 -2.553566  0.001
H 1.585882 -0.917682 -2.824676  0.001
H 2.262956 -1.689708 -1.378989  0.001
H 2.780783 0.727921 -3.848064  0.000
H 2.218227 2.594793 -5.304226  0.000
H 0.892254 4.504878 -4.421166  0.000
H 0.149415 4.457380 -2.068788  0.000
H 2.774684 -0.271964 4.222072  0.000
H 1.544666 0.732389 6.100358  0.000
H -0.506185 2.064365 5.668887  0.000
H -1.299995 2.346648 3.338907  0.000
F -5.544957 -0.803378 -1.505764  0.000
C -4.995701 0.360035 -1.163413  0.001
F -5.582272 1.328747 -1.866597  0.000
F -5.247682 0.574132 0.133814  0.000
S -3.178699 0.403250 -1.421078  0.005
O -2.703707 -0.557566 -0.380304  0.029
O -2.842787 1.778939 -1.156127  0.001
N -3.114005 -0.138973 -2.873741  -0.002
S -1.720564 -0.086624 -3.754454  0.000
O -0.739139 0.140594 -2.136996  -0.070
O -1.241581 1.161797 -4.282544  -0.003
C -0.531986 -1.651494 -3.957840  -0.001
F -2.595753 -0.551708 -5.076475  -0.001
F -0.585641 -2.266213 -2.629789  0.014
F -1.256681 -2.560745 -4.645575  0.000
C 0.681181 -4.808806 -1.036318  0.000
C 0.288315 -4.918131 0.443238  0.000
C -0.402766 -6.268529 0.665959  0.000
C 1.573209 -4.877630 1.281047  0.000
Si -0.818879 -3.461646 0.958477  0.001
O -0.108207 -2.062999 0.465258  0.012
C -2.561043 -3.646967 0.296437  0.001
C -3.669964 -3.508425 1.134661  0.000
C -4.964448 -3.587961 0.638039  0.000
C -5.175871 -3.801967 -0.714732  0.000
C -4.090948 -3.928273 -1.569912  0.000
C -2.801248 -3.853548 -1.067183  0.000
C -0.930195 -3.415173 2.836513  0.000
C -0.468593 -2.297657 3.532108  0.000
C -0.531617 -2.225678 4.919408  0.000
C -1.065114 -3.280874 5.642299  0.000
C -1.545230 -4.399594 4.971782  0.000
C -1.481295 -4.460024 3.587542  0.000
H 1.480250 -5.527423 -1.255031  0.000
H 1.041146 -3.813636 -1.301062  0.000
H -0.152335 -5.037289 -1.701132  0.000
H 0.222696 -7.072787 0.260669  0.000
H -1.374423 -6.317270 0.169889  0.000
H -0.551765 -6.480742 1.726621  0.000
H 2.234975 -5.700459 0.985497  0.000
H 1.369347 -4.975183 2.350019  0.000
H 2.118725 -3.942953 1.128790  0.000
H -3.526542 -3.318238 2.191457  0.000
H -5.807559 -3.459893 1.306214  0.000
H -6.184532 -3.844474 -1.107444  0.000
H -4.245033 -4.060137 -2.633382  0.000
H -1.976865 -3.913925 -1.764268  0.000
H -0.059938 -1.462226 2.974770  0.000
H -0.168943 -1.340302 5.427719  0.000
H -1.116377 -3.230979 6.723302  0.000
H -1.978022 -5.221627 5.529224  0.000
H -1.889949 -5.329235 3.085242  0.000

Atoms 1-6, force components in eV/Å:
V -0.2 0.6 0.0
C 0.0 0.0 0.0
N 0.1 0.0 0.1
C -0.1 -0.1 -0.1
C -0.1 0.0 0.0
N 0.0 0.0 0.0

Summary:
- E: -143779.3987 eV
- Strongest force on any atom: 0.0305 hartree/bohr
- Multiplicity: 3
- Orbital gap (alpha / beta): 7.3052 / 7.3063 eV
- Net charge: -1
- Energy above the lowest of the compared OMol25 structures with the same formula, charge and spin: 106.55 kcal/mol

Q: Which of these has the lowest E?
A: C34H37F6N3O5S4SiV